# 1
DFT (wB97M-V/def2-TZVPD) results for C10H30Br2CuN6O4 as an isolated structure at a distorted geometry.

Summary:
LUMO energy (spin up / spin down) (eV): 0.491 / -0.624
Total charge: 0
Max |F| (eV/A): 2.5
HOMO level (spin up / spin down) (eV): -8.105 / -8.072
Orbital gap (spin up / spin down) (eV): 8.60 / 7.45
2S+1: 2
ΔE to the lowest compared entry with this formula, charge and spin (eV): 0.3709

Structure (XYZ):
```
53
Properties=species:S:1:pos:R:3:forces:R:3
H -0.492 0.237 -4.802 -0.872 -0.045 0.015
N 0.775 3.886 2.502 0.620 0.132 -0.304
H -0.005 3.407 2.907 -0.136 0.130 0.039
C -0.479 0.296 -3.715 0.757 0.340 0.742
H -1.321 2.217 -3.667 -1.006 -0.212 -0.562
H -0.297 -4.043 -2.150 -0.130 -0.115 0.094
N -0.780 1.867 -1.786 -0.421 -1.262 0.332
H 2.976 -3.862 3.853 0.054 0.241 0.275
H -1.453 2.528 -1.407 0.251 0.099 0.314
C -3.262 -0.749 -4.445 0.438 -0.359 -0.397
N -0.141 -3.100 -1.855 1.555 -0.293 -0.013
H 4.413 -2.888 3.340 -0.271 0.535 0.444
O -3.627 0.484 -3.862 0.255 -0.387 -0.130
H -0.399 -1.027 2.515 -0.695 0.507 -0.685
H 1.565 1.230 4.559 -0.308 0.190 0.361
H 0.081 1.429 3.564 -0.015 0.051 -0.012
O 2.522 -2.249 2.625 0.238 0.072 0.348
C 0.715 0.731 4.098 0.395 -1.379 -0.347
H 0.043 2.372 -2.092 0.143 0.032 0.400
C -1.068 -2.342 -1.257 -1.430 1.129 -0.916
Cu -0.166 0.645 0.072 -0.230 0.212 -0.042
H 2.631 3.846 -0.119 -0.513 -0.425 -0.038
O 0.473 2.701 0.623 0.439 0.842 -0.069
N 2.276 4.103 0.790 1.462 0.551 -1.225
H -2.481 -0.631 -5.197 -0.114 0.212 -0.232
H 3.047 4.389 1.368 -0.431 0.072 0.562
C 2.028 -1.479 3.716 -0.804 0.492 -1.329
N 0.361 -0.581 1.987 0.312 -1.854 1.392
C 1.314 -0.275 3.094 0.669 2.246 -0.994
C -1.405 1.325 -3.036 1.222 0.256 -0.956
H 0.112 0.178 4.822 -0.031 0.305 0.254
H 3.639 -3.933 2.257 -0.409 0.211 -0.259
H 0.558 0.622 -3.569 -0.022 -0.101 0.469
C 1.162 3.512 1.246 -1.408 -0.963 0.976
H -2.834 -1.500 -3.773 -0.241 0.264 0.571
H -2.911 0.200 -1.922 0.283 -0.233 -0.138
H 1.298 -2.089 4.259 0.286 -0.015 0.524
H 1.259 4.622 2.980 -0.187 -0.025 0.211
Br 2.242 0.462 -0.781 -0.522 -0.131 0.196
H -3.322 1.816 -2.406 -0.292 -0.173 0.050
N -2.341 -2.831 -1.387 -0.260 -0.008 0.520
Br -2.619 0.908 0.941 0.773 0.006 -0.089
H 0.821 -1.430 1.636 -0.178 0.342 -0.907
H 2.077 0.299 2.554 0.293 -0.214 0.156
H -3.128 -2.342 -0.995 0.270 0.283 0.103
C 3.410 -3.235 3.068 0.467 -1.224 -0.566
H 0.817 -2.791 -1.763 -0.129 0.031 -0.061
H -2.557 -3.640 -1.933 0.159 -0.167 -0.014
O -0.843 -1.209 -0.833 -0.002 -1.100 0.305
C -2.846 0.897 -2.762 -0.031 0.943 0.377
H -0.586 -0.675 -3.238 0.120 -0.118 -0.254
H -4.123 -1.211 -4.925 -0.207 0.270 0.046
H 2.869 -1.098 4.298 -0.166 -0.190 0.462
```
Forces are in eV/Å.

***

# 2
DFT (wB97M-V/def2-TZVPD) results for C10H30ClIIrP3 as an isolated structure at a distorted geometry.

Summary:
LUMO energy (spin up / spin down) (eV): -7.567 / -9.105
Total charge: +2
Max |F| (eV/A): 8.6
HOMO level (spin up / spin down) (eV): -13.222 / -14.550
Orbital gap (spin up / spin down) (eV): 5.66 / 5.44
2S+1: 5
ΔE to the lowest compared entry with this formula, charge and spin (eV): 14.6440

Structure (XYZ):
```
46
Properties=species:S:1:pos:R:3:forces:R:3
P 0.604 -3.096 -0.831 3.210 -0.240 -0.700
H 2.467 -2.533 -2.241 0.445 0.753 -1.401
H 0.418 5.199 -0.169 0.627 1.331 -1.344
H -3.145 -0.591 1.757 0.378 -0.881 -0.368
H -1.896 0.724 3.361 1.231 -0.217 -1.668
C -1.196 0.852 2.435 -0.459 1.824 2.476
H -0.554 -1.043 3.685 0.930 -0.565 0.794
H -0.770 4.039 0.303 -0.156 0.991 0.078
H -2.450 -2.183 0.645 -2.464 0.071 3.041
H -0.545 -3.580 1.045 0.551 -1.316 0.567
H 2.833 -4.120 -1.363 -0.152 1.953 0.211
H -1.581 1.036 0.181 3.459 1.115 -0.448
C 2.046 2.919 -1.931 5.935 -2.454 1.701
H -1.488 -3.206 -1.796 -1.267 -1.276 -1.321
P 0.756 2.650 -0.743 -4.509 6.074 -4.117
H -1.340 1.776 -1.000 0.528 1.155 0.488
C -0.807 1.996 0.011 -7.656 -2.367 -1.738
H -1.587 2.746 0.604 2.593 -1.481 -1.990
H -0.058 2.673 -3.154 -0.481 0.147 -0.382
C 0.305 -1.131 3.007 0.055 -0.465 -0.067
H -1.275 3.564 -2.155 -1.020 -0.072 -0.037
Cl 0.385 -0.605 -1.863 -0.576 1.132 -0.416
H 0.180 4.425 -2.684 -0.485 -1.258 0.382
H 3.091 2.783 -1.304 -2.056 0.268 -2.087
H 2.842 -2.385 -0.476 0.484 -0.636 -0.758
H -2.124 -1.830 2.651 -1.119 -1.685 0.384
P -0.653 -0.663 1.543 -0.362 1.588 0.607
H 1.262 -3.950 1.241 -0.646 -0.351 0.089
H 1.982 3.907 -2.361 -0.195 0.351 0.694
H 0.786 -2.105 2.947 -0.126 -0.023 0.406
C 2.493 -3.019 -1.318 -2.404 -2.119 2.392
H 0.177 -5.192 0.309 0.117 1.192 1.090
H -1.677 1.478 1.657 -0.086 -0.477 2.295
Ir -1.295 -1.922 -0.463 1.722 3.209 0.876
H 0.821 4.059 1.115 -1.168 1.915 -1.143
C 0.349 -4.116 0.641 -0.132 -1.078 -1.187
C -2.351 -1.363 1.720 0.969 0.261 -2.090
H -0.308 -4.627 -2.259 -1.289 0.046 -0.607
H 1.061 -0.336 3.218 -0.671 -0.787 -0.184
C 0.268 4.216 0.148 1.735 -0.587 1.906
H -0.203 1.442 2.822 -4.036 -1.854 0.337
H 1.985 2.250 -2.814 0.235 -0.064 0.935
C -0.526 -3.551 -2.218 2.264 -1.247 1.437
H -0.200 -2.983 -3.051 -0.064 0.321 -0.984
C -0.248 3.421 -2.391 0.867 -0.065 0.986
I 1.165 1.977 1.540 5.242 -2.133 0.863
```
Forces are in eV/Å.

***

# 3
DFT (wB97M-V/def2-TZVPD) results for C10H30CrOP2Si as an isolated structure at a distorted geometry.

Summary:
LUMO energy (spin up / spin down) (eV): 0.623 / 0.035
Total charge: 0
Max |F| (eV/A): 4.6
HOMO level (spin up / spin down) (eV): -5.690 / -7.324
Orbital gap (spin up / spin down) (eV): 6.31 / 7.36
2S+1: 5

Structure (XYZ):
```
45
Properties=species:S:1:pos:R:3:forces:R:3
H -3.564 -0.183 3.365 0.169 -0.253 -0.095
C -0.056 -2.809 -1.445 -0.115 -0.516 -0.393
H -0.311 4.326 -0.817 -0.061 -0.281 -0.001
H -0.482 -3.800 -1.652 0.230 0.107 -0.058
H 0.817 2.726 2.078 0.041 0.003 -0.355
C -2.775 -0.684 2.777 -0.133 0.215 0.132
H 2.450 1.606 -1.431 -0.161 0.242 0.013
H -2.046 -1.112 3.482 -0.208 0.131 -0.121
Cr -0.176 -0.016 0.346 0.691 1.680 -1.008
Si -1.960 0.646 1.649 -1.452 0.419 0.704
H -1.448 3.050 2.396 -0.056 -0.202 0.008
H 1.055 1.742 -2.516 0.097 0.069 0.093
C 0.942 -0.343 1.847 2.898 -0.845 3.409
H -4.260 1.557 1.170 0.049 -0.011 -0.144
H -1.288 -2.737 2.177 0.044 -0.098 -0.263
C 1.540 2.180 -1.638 0.034 0.268 -0.380
H -1.406 3.079 -1.492 0.024 0.117 0.205
C -0.833 -3.159 1.276 -0.153 -0.319 0.017
H -2.924 -3.249 -0.783 -0.035 0.220 -0.113
H 1.552 3.862 0.910 0.202 -0.096 0.259
H -0.645 0.701 -1.070 -0.418 -0.719 -0.713
C -3.410 1.252 0.542 -0.107 0.063 0.217
C 1.355 2.803 1.126 0.327 0.898 -0.050
H -1.515 3.555 0.233 0.210 -0.212 -0.243
H -1.339 -4.098 1.010 0.254 0.074 0.219
C -1.594 2.069 2.865 -0.378 0.099 0.400
P 0.383 2.073 -0.241 0.612 0.416 1.109
H 0.229 -3.327 1.488 -0.200 -0.085 -0.094
H 2.305 2.265 1.237 -0.207 0.110 -0.124
P -0.981 -1.993 -0.113 -0.694 -1.428 -0.435
H -3.760 0.468 -0.141 0.059 0.062 0.161
H 1.804 -1.022 -0.956 0.609 0.814 -0.217
H 1.799 3.225 -1.860 0.036 -0.249 0.089
H -2.448 2.164 3.556 0.201 0.098 -0.101
H -2.824 -1.659 -1.624 0.018 -0.126 0.187
H 1.000 -2.902 -1.170 -0.224 -0.126 0.013
C -2.701 -2.179 -0.667 -0.280 -0.337 -0.085
H -3.412 -1.757 0.051 0.270 -0.033 -0.127
H 2.176 -0.359 -1.062 -0.203 -0.915 -0.033
H -3.134 2.102 -0.092 -0.042 -0.138 0.175
H -3.244 -1.517 2.227 0.143 0.289 0.169
H -0.104 -2.194 -2.353 -0.063 -0.122 0.215
C -0.833 3.380 -0.608 -0.009 0.217 -0.144
O 1.582 -0.526 2.822 -1.880 0.557 -2.416
H -0.705 1.872 3.479 -0.146 -0.058 -0.082
```
Forces are in eV/Å.

***

- total charge of number 3 (C10H30CrOP2Si)?
  0

***

Copy entry 2 word for word.
DFT (wB97M-V/def2-TZVPD) results for C10H30ClIIrP3 as an isolated structure at a distorted geometry.

Summary:
LUMO energy (spin up / spin down) (eV): -7.567 / -9.105
Total charge: +2
Max |F| (eV/A): 8.6
HOMO level (spin up / spin down) (eV): -13.222 / -14.550
Orbital gap (spin up / spin down) (eV): 5.66 / 5.44
2S+1: 5
ΔE to the lowest compared entry with this formula, charge and spin (eV): 14.6440

Structure (XYZ):
```
46
Properties=species:S:1:pos:R:3:forces:R:3
P 0.604 -3.096 -0.831 3.210 -0.240 -0.700
H 2.467 -2.533 -2.241 0.445 0.753 -1.401
H 0.418 5.199 -0.169 0.627 1.331 -1.344
H -3.145 -0.591 1.757 0.378 -0.881 -0.368
H -1.896 0.724 3.361 1.231 -0.217 -1.668
C -1.196 0.852 2.435 -0.459 1.824 2.476
H -0.554 -1.043 3.685 0.930 -0.565 0.794
H -0.770 4.039 0.303 -0.156 0.991 0.078
H -2.450 -2.183 0.645 -2.464 0.071 3.041
H -0.545 -3.580 1.045 0.551 -1.316 0.567
H 2.833 -4.120 -1.363 -0.152 1.953 0.211
H -1.581 1.036 0.181 3.459 1.115 -0.448
C 2.046 2.919 -1.931 5.935 -2.454 1.701
H -1.488 -3.206 -1.796 -1.267 -1.276 -1.321
P 0.756 2.650 -0.743 -4.509 6.074 -4.117
H -1.340 1.776 -1.000 0.528 1.155 0.488
C -0.807 1.996 0.011 -7.656 -2.367 -1.738
H -1.587 2.746 0.604 2.593 -1.481 -1.990
H -0.058 2.673 -3.154 -0.481 0.147 -0.382
C 0.305 -1.131 3.007 0.055 -0.465 -0.067
H -1.275 3.564 -2.155 -1.020 -0.072 -0.037
Cl 0.385 -0.605 -1.863 -0.576 1.132 -0.416
H 0.180 4.425 -2.684 -0.485 -1.258 0.382
H 3.091 2.783 -1.304 -2.056 0.268 -2.087
H 2.842 -2.385 -0.476 0.484 -0.636 -0.758
H -2.124 -1.830 2.651 -1.119 -1.685 0.384
P -0.653 -0.663 1.543 -0.362 1.588 0.607
H 1.262 -3.950 1.241 -0.646 -0.351 0.089
H 1.982 3.907 -2.361 -0.195 0.351 0.694
H 0.786 -2.105 2.947 -0.126 -0.023 0.406
C 2.493 -3.019 -1.318 -2.404 -2.119 2.392
H 0.177 -5.192 0.309 0.117 1.192 1.090
H -1.677 1.478 1.657 -0.086 -0.477 2.295
Ir -1.295 -1.922 -0.463 1.722 3.209 0.876
H 0.821 4.059 1.115 -1.168 1.915 -1.143
C 0.349 -4.116 0.641 -0.132 -1.078 -1.187
C -2.351 -1.363 1.720 0.969 0.261 -2.090
H -0.308 -4.627 -2.259 -1.289 0.046 -0.607
H 1.061 -0.336 3.218 -0.671 -0.787 -0.184
C 0.268 4.216 0.148 1.735 -0.587 1.906
H -0.203 1.442 2.822 -4.036 -1.854 0.337
H 1.985 2.250 -2.814 0.235 -0.064 0.935
C -0.526 -3.551 -2.218 2.264 -1.247 1.437
H -0.200 -2.983 -3.051 -0.064 0.321 -0.984
C -0.248 3.421 -2.391 0.867 -0.065 0.986
I 1.165 1.977 1.540 5.242 -2.133 0.863
```
Forces are in eV/Å.